C6H10O | ωB97M-V/def2-TZVPD

Last column: Löwdin charge in e.
Element x y z (Å)
C  0.3287  -0.5824  0.0703  -0.326
C  -0.7298  -1.2552  0.9290  -0.105
C  1.5214  -0.0379  0.8330  -0.111
C  -0.8204  1.5216  0.0956  -0.233
C  -0.9547  1.4135  -1.2410  -0.150
C  -0.1414  0.3496  -1.7336  -0.039
O  -1.1176  1.8163  1.1962  0.150
H  0.6951  -1.3553  -0.6115  0.095
H  -1.6783  1.9809  -1.8179  0.104
H  2.1033  -0.8566  1.2760  0.081
H  -0.3397  -2.2055  1.3147  0.080
H  -1.6286  -1.4877  0.3511  0.082
H  -1.0145  -0.6523  1.7920  0.067
H  2.1953  0.5294  0.1835  0.077
H  1.2136  0.6012  1.6640  0.070
H  0.9284  0.5015  -1.7807  0.066
H  -0.5609  -0.2811  -2.5208  0.091

Properties
Energy = -309.714035 a.u.
Energy above the lowest of the compared OMol25 structures with the same formula, charge and spin = 336.95 kJ/mol
Multiplicity = 1



C4H9NO | ωB97M-V/def2-TZVPD

Last column: Löwdin charge in e.
Element x y z (Å)
C  1.3279  -2.2859  0.9502  -0.402
N  1.1647  -0.9162  1.0508  0.094
O  0.7581  -2.9993  0.1320  -0.003
H  1.9333  -2.7067  1.8399  0.136
H  1.1182  -0.3063  0.2309  0.070
H  1.4594  -0.4549  1.9016  0.084
C  -2.0116  1.8985  -1.6197  -0.136
C  -1.2761  2.1448  -0.3357  -0.240
C  0.0651  1.9543  -0.1442  -0.044
H  -2.6981  2.7731  -1.7957  0.079
H  -1.2782  1.7623  -2.4762  0.086
H  -2.6445  0.9652  -1.5584  0.088
H  -1.9437  2.4480  0.4681  0.088
H  0.4817  1.9639  0.8625  0.041
H  0.7221  1.6928  -0.9883  0.059

Properties
Energy = -287.766537 a.u.
Energy above the lowest of the compared OMol25 structures with the same formula, charge and spin = 173.06 kJ/mol
SMILES = C=CC.NC=O
Multiplicity = 1



C21H44FO11P | ωB97M-V/def2-TZVPD

Last column: Löwdin charge in e.
Element x y z (Å)
C  2.5955  -0.6127  2.1917  -0.091
O  3.0745  0.4579  1.3873  -0.161
C  2.1619  1.5214  1.4241  -0.238
C  2.2964  2.2995  0.1426  -0.175
C  1.0020  2.8898  -0.3069  -0.188
C  -0.1022  1.8441  -0.4598  -0.145
C  0.4384  0.4494  -0.6968  -0.160
O  -0.2871  -0.2384  -1.7657  -0.117
P  -1.3445  -1.2623  -1.3184  0.262
O  -1.8682  -1.9847  -2.4168  -0.169
O  -0.6757  -2.2591  -0.2955  -0.136
O  -2.4560  -0.4017  -0.5805  -0.105
C  -2.9315  -0.8157  0.6917  -0.155
C  -3.6372  0.3704  1.3827  -0.343
C  -5.1165  0.3499  1.1984  -0.016
F  -3.1598  1.5384  0.8353  -0.003
H  2.3483  -0.2190  3.1616  0.086
H  3.3610  -1.3379  2.2988  0.073
H  1.7238  -1.0379  1.7253  0.062
H  1.1694  1.1310  1.5712  0.101
H  2.4212  2.1608  2.2527  0.133
H  2.6870  1.6509  -0.6115  0.103
H  3.0212  3.0774  0.2671  0.117
H  1.1176  3.4205  -1.2341  0.114
H  0.6933  3.6210  0.4037  0.080
H  -0.6908  2.0991  -1.3120  0.116
H  -0.7833  1.8988  0.3559  0.094
H  1.4505  0.4545  -1.0283  0.120
H  0.3381  -0.1157  0.2021  0.080
H  -0.4329  -1.8641  0.5504  0.099
H  -2.1448  -1.1358  1.3431  0.123
H  -3.6574  -1.5883  0.5670  0.096
H  -3.3535  0.3862  2.4140  0.139
H  -5.3912  -0.1841  0.3097  0.085
H  -5.4434  1.3620  1.0881  0.083
H  -5.6202  -0.0763  2.0383  0.081
O  -0.5468  -5.8382  1.8965  0.099
C  -1.3810  -5.5664  1.0825  -0.547
O  -1.8913  -4.3235  1.0559  0.005
C  -2.7690  -3.8498  0.0229  -0.258
C  -4.2126  -4.2203  0.2909  -0.044
C  -1.9274  -6.6210  0.1422  0.016
H  -2.4290  -4.1884  -0.9555  0.120
H  -2.6614  -2.7686  0.0336  0.034
H  -4.3574  -5.3001  0.3064  0.070
H  -4.8604  -3.7976  -0.4762  0.090
H  -4.5230  -3.8379  1.2622  0.083
H  -2.6907  -7.1946  0.6652  0.095
H  -1.1112  -7.2834  -0.1308  0.089
H  -2.3468  -6.2283  -0.7800  0.073
O  4.5329  -1.9662  0.1849  0.111
C  3.8819  -2.7575  -0.4344  -0.505
O  2.5354  -2.7765  -0.2432  -0.009
C  1.6137  -3.5308  -1.0491  -0.216
C  1.4441  -4.9563  -0.5441  -0.038
C  4.5397  -3.7498  -1.3751  0.017
H  1.8948  -3.4867  -2.1010  0.121
H  0.6681  -2.9986  -0.9624  0.064
H  2.3814  -5.5077  -0.6015  0.073
H  0.6944  -5.4892  -1.1323  0.084
H  1.1359  -4.9638  0.4959  0.065
H  4.9008  -4.5952  -0.7921  0.094
H  5.3864  -3.2568  -1.8428  0.088
H  3.8982  -4.1159  -2.1706  0.068
O  1.4489  5.6959  1.2270  0.102
C  1.2185  6.4242  0.3061  -0.530
O  2.2214  7.1692  -0.1941  0.003
C  2.1028  7.9427  -1.3889  -0.237
C  1.4928  9.3040  -1.1273  -0.064
C  -0.1795  6.5778  -0.2518  0.019
H  1.5613  7.3863  -2.1546  0.113
H  3.1218  8.0594  -1.7503  0.123
H  0.4758  9.2231  -0.7449  0.067
H  1.4689  9.8931  -2.0438  0.082
H  2.0783  9.8393  -0.3811  0.084
H  -0.7283  7.2824  0.3711  0.097
H  -0.6701  5.6096  -0.2067  0.082
H  -0.2161  6.9126  -1.2853  0.071

Properties
Energy = -2095.447484 a.u.
SMILES = COCCCCCO[P@@](=O)(O)OC[C@H](C)F.CCOC(C)=O.CCOC(C)=O.CCOC(C)=O
Multiplicity = 1



Question: Look up the energy of the third one.
Answer: -2095.447484 a.u.



Question: Which value of multiplicity does entry 1 give?
Answer: 1



Question: energy of number 2 (C4H9NO)?
Answer: -287.766537 a.u.



Question: Among the records above, which one has the lowest energy?
Answer: C21H44FO11P